This record from OMol25 describes a cluster of 2 separate species, C3H10N5 in total. The level of theory is the ωB97M-V functional and the def2-TZVPD basis.

## Properties
Net charge   +1
Gap between HOMO and LUMO   9.86 eV
HOMO level   -14.671 eV

Geometry (Å):
H: -2.4613 0.7892 1.4200
H: 1.9089 0.9864 -1.3980
H: -3.2373 -0.2336 0.3157
H: 1.3688 -2.0720 1.3020
N: 0.1705 0.4841 0.4070
H: -2.0462 -0.9792 1.1217
H: 1.8141 2.0423 -0.3171
N: -1.0896 -0.7729 -1.1863
H: 2.2562 -0.5998 1.2593
N: 1.1456 1.5514 -0.9192
C: 1.7837 -1.2912 0.6473
N: 0.5390 -0.7331 0.2235
H: -1.4506 1.3576 -0.8083
N: -0.1118 -1.4336 -0.8945
C: -1.3090 0.3791 -0.3081
C: -2.2564 -0.0137 0.7688
H: 2.3692 -1.6360 -0.1587
H: 0.6061 2.1750 -1.4753

Atoms 1-6, force components in eV/Å:
H 0.224 0.551 1.273
H -1.979 0.630 -0.419
H 0.195 0.436 -0.324
H 1.236 -0.485 -0.189
N -2.026 -2.597 -0.783
H 0.854 -0.944 1.337



This record from OMol25 describes a structure of composition C6H20FeN3S. The level of theory is the ωB97M-V functional and the def2-TZVPD basis.

## Properties
Expectation value of S²   6.087
2S+1   5
Net charge   -1
Gap between HOMO and LUMO (alpha / beta)   2.86 / 4.59 eV
HOMO level (alpha / beta)   0.273 / -1.356 eV

Geometry (Å):
N: 1.7068 1.8956 -3.2323
H: 4.4480 0.4008 1.2195
H: -1.1612 -1.1135 3.2646
H: -2.6645 -1.9363 -1.5795
C: -2.3790 -1.7481 -0.5412
N: -1.4771 0.1057 1.6103
H: -2.0947 -2.7183 -0.1159
H: 1.9099 1.0686 -3.7972
H: 1.2629 2.6024 -3.8412
C: -1.3154 1.2274 2.5253
H: 0.5529 -0.5531 -1.6503
H: 2.5907 2.2608 -2.8822
H: -1.9080 2.0794 2.1915
C: -1.3423 -1.2335 2.1985
S: -1.2037 1.8899 -0.3429
N: -1.2506 -0.8118 -0.5224
H: -3.2531 -1.3770 0.0034
H: 3.1275 -0.4208 2.0629
H: 2.9288 0.2404 0.4133
C: 3.6276 -0.2468 1.1080
H: -0.2650 1.5470 2.5768
H: 3.9261 -1.1860 0.6463
Fe: 0.5185 1.4118 -1.7048
H: -1.6643 0.8884 3.4966
H: -0.4986 -1.7848 1.7804
C: -0.5421 -0.6489 -1.8021
H: -0.9752 0.1663 -2.4153
H: 1.6296 1.0950 -0.6473
C: -1.2970 0.2905 0.3019
H: -2.2490 -1.8278 2.0546
H: -0.6889 -1.5633 -2.3794

Atoms 1-6, force components in eV/Å:
N 0.409 0.719 -1.863
H 1.271 0.738 0.316
H -0.071 -0.074 0.062
H -0.295 -0.021 -0.073
C 0.229 0.028 -0.435
N -1.040 -1.104 3.602



This record from OMol25 describes the molecule C7H13N4OP. The level of theory is the ωB97M-V functional and the def2-TZVPD basis.

## Properties
Gap between HOMO and LUMO   9.22 eV
HOMO level   -8.589 eV
SMILES   CCN(P)Cn1ccc(N)nc1=O

Geometry (Å):
N: 3.2040 0.7396 -0.6857
N: -1.1597 0.8598 0.2665
C: 1.9356 1.1534 -0.2291
C: 0.0254 0.7177 1.2794
O: 1.4368 2.2404 -0.5008
C: -2.4079 -1.2655 -0.0507
H: 1.0604 -1.4410 1.5480
H: -0.2779 -0.1026 2.0606
N: 1.2122 0.2677 0.5402
H: 0.2995 1.7054 1.7867
H: -2.6483 2.4607 -0.7426
C: 1.6629 -0.9180 0.9371
H: 5.2996 -1.3671 0.2546
C: 3.6657 -0.4175 -0.2341
H: -2.1102 -1.4145 1.0620
H: 5.5831 -0.0433 -0.8229
H: 3.1549 -2.3669 0.8181
N: 4.9753 -0.6229 -0.3041
H: -0.5835 -0.8796 -0.9789
H: -2.2793 -2.1509 -0.5849
H: -1.7968 0.1840 -1.5819
P: -1.2318 2.5300 -0.3692
H: -3.5471 -0.9718 -0.0738
C: -1.4682 -0.2367 -0.6277
H: -0.6513 2.0942 -1.6674
C: 2.9115 -1.3712 0.5302

Atoms 1-6, force components in eV/Å:
N -1.524 -0.192 0.962
N 1.676 1.884 1.992
C 1.332 0.545 -1.892
C -2.265 -0.091 -1.105
O 0.684 -0.598 0.381
C -2.026 1.770 2.636



Calculated F_max, 3.62; 3.91; 5.54 eV/Å (same order as the records).